C75H156N8O27 | ωB97M-V/def2-TZVPD

Calculated values
frontier orbital gap: 7.96 eV
E_tot: -5420.1291 Eh
charge: 0

Last columns: bonded neighbours and bond lengths (Å).
Cartesian coordinates (Å):
1 C 27.71 -28.49 2.38  C2 1.503, O6 1.355, H7 1.090, H8 1.090
2 C 28.39 -29.74 1.92  C1 1.503, O3 1.388, H9 1.090, H10 1.090
3 O 27.60 -30.24 0.89  C2 1.388, C4 1.344
4 C 26.73 -29.30 0.50  O3 1.344, O5 1.193, O6 1.347
5 O 26.06 -29.28 -0.49  C4 1.193
6 O 26.72 -28.35 1.46  C1 1.355, C4 1.347
7 H 28.35 -27.62 2.56  C1 1.090
8 H 27.31 -28.84 3.33  C1 1.090
9 H 28.59 -30.47 2.71  C2 1.090
10 H 29.38 -29.44 1.57  C2 1.090
11 C 28.24 -39.60 10.14  C12 1.521, O16 1.396, H17 1.090, H18 1.090
12 C 28.91 -39.93 8.81  C11 1.521, O13 1.426, H19 1.090, H20 1.090
13 O 28.80 -38.66 8.17  C12 1.426, C14 1.377
14 C 28.29 -37.70 9.02  O13 1.377, O15 1.255, O16 1.286
15 O 28.07 -36.51 8.70  C14 1.255
16 O 28.05 -38.22 10.18  C11 1.396, C14 1.286
17 H 28.77 -39.96 11.02  C11 1.090
18 H 27.28 -40.11 10.12  C11 1.090
19 H 28.31 -40.66 8.28  C12 1.090
20 H 29.97 -40.13 8.98  C12 1.090
21 C 18.97 -41.84 11.23  C22 1.511, O26 1.409, H27 1.090, H28 1.090
22 C 19.08 -41.37 9.80  C21 1.511, O23 1.417, H29 1.090, H30 1.090
23 O 18.16 -40.30 9.72  C22 1.417, C24 1.373
24 C 17.73 -40.01 10.99  O23 1.373, O25 1.244, O26 1.312
25 O 17.07 -38.98 11.27  C24 1.244
26 O 18.35 -40.75 11.87  C21 1.409, C24 1.312
27 H 19.98 -41.91 11.63  C21 1.090
28 H 18.42 -42.79 11.24  C21 1.090
29 H 18.86 -42.24 9.17  C22 1.090
30 H 20.03 -40.90 9.56  C22 1.090
31 C 32.65 -34.94 5.88  C32 1.500, O36 1.487, H37 1.090, H38 1.090
32 C 33.58 -35.83 5.10  C31 1.500, O33 1.377, H39 1.090, H40 1.090
33 O 34.84 -35.52 5.56  C32 1.377, C34 1.356
34 C 34.77 -34.82 6.72  O33 1.356, O35 1.277, O36 1.305
35 O 35.80 -34.38 7.34  C34 1.277
36 O 33.52 -34.66 7.05  C31 1.487, C34 1.305
37 H 31.76 -35.42 6.28  C31 1.090
38 H 32.47 -33.99 5.38  C31 1.090
39 H 33.52 -35.51 4.06  C32 1.090
40 H 33.24 -36.86 5.23  C32 1.090
41 C 23.05 -36.41 7.07  C42 1.527, O46 1.392, H47 1.090, H48 1.090
42 C 23.46 -36.82 8.48  C41 1.527, O43 1.364, H49 1.090, H50 1.090
43 O 23.88 -38.11 8.40  C42 1.364, C44 1.286
44 C 23.81 -38.49 7.17  O43 1.286, O45 1.186, O46 1.352
45 O 24.32 -39.50 6.83  C44 1.186
46 O 23.36 -37.54 6.32  C41 1.392, C44 1.352
47 H 23.64 -35.54 6.76  C41 1.090
48 H 21.99 -36.22 6.95  C41 1.090
49 H 22.55 -36.82 9.09  C42 1.090
50 H 24.17 -36.10 8.88  C42 1.090
51 C 20.12 -26.40 11.68  C52 1.555, H62 1.090, H63 1.090, H64 1.090
52 C 19.68 -25.04 12.30  C51 1.555, C53 1.589, N57 1.491, C61 1.562
53 C 18.54 -25.42 13.34  C52 1.589, C54 1.590, H65 1.090, H66 1.090
54 C 18.28 -24.26 14.39  C53 1.590, C55 1.469, H67 1.090, H68 1.090
55 C 19.54 -23.83 15.01  C54 1.469, C56 1.504, H69 1.090, H70 1.090
56 C 20.57 -23.30 14.06  C55 1.504, N57 1.480, C59 1.539, C60 1.502
57 N 20.78 -24.33 13.01  C52 1.491, C56 1.480, O58 1.368
58 O 21.84 -24.12 12.16  N57 1.368, H80 0.960
59 C 20.14 -21.90 13.58  C56 1.539, H71 1.090, H72 1.090, H73 1.090
60 C 21.84 -23.20 14.86  C56 1.502, H74 1.090, H75 1.090, H76 1.090
61 C 19.06 -24.02 11.29  C52 1.562, H77 1.090, H78 1.090, H79 1.090
62 H 19.20 -26.65 11.16  C51 1.090
63 H 20.44 -27.10 12.45  C51 1.090
64 H 20.86 -26.26 10.89  C51 1.090
65 H 17.58 -25.43 12.82  C53 1.090
66 H 18.81 -26.34 13.86  C53 1.090
67 H 17.66 -24.45 15.27  C54 1.090
68 H 17.91 -23.41 13.82  C54 1.090
69 H 19.84 -24.70 15.61  C55 1.090
70 H 19.34 -22.97 15.66  C55 1.090
71 H 19.11 -21.64 13.38  C59 1.090
72 H 20.40 -21.09 14.26  C59 1.090
73 H 20.63 -21.57 12.67  C59 1.090
74 H 22.33 -24.16 15.01  C60 1.090
75 H 22.51 -22.69 14.17  C60 1.090
76 H 21.70 -22.64 15.79  C60 1.090
77 H 19.84 -23.73 10.58  C61 1.090
78 H 18.65 -23.11 11.70  C61 1.090
79 H 18.22 -24.46 10.76  C61 1.090
80 H 22.28 -24.94 12.37  O58 0.960
81 C 34.52 -29.35 7.08  C82 1.522, H92 1.090, H93 1.090, H94 1.090
82 C 33.41 -28.33 7.32  C81 1.522, C83 1.540, N87 1.522, C91 1.558
83 C 33.80 -27.35 8.45  C82 1.540, C84 1.519, H95 1.090, H96 1.090
84 C 34.82 -26.30 8.06  C83 1.519, C85 1.526, H97 1.090, H98 1.090
85 C 34.29 -25.53 6.85  C84 1.526, C86 1.598, H99 1.090, H100 1.090
86 C 33.81 -26.41 5.61  C85 1.598, N87 1.484, C89 1.537, C90 1.569
87 N 32.97 -27.54 6.10  C82 1.522, C86 1.484, O88 1.407
88 O 32.46 -28.30 5.04  N87 1.407, H110 0.960
89 C 33.08 -25.38 4.73  C86 1.537, H101 1.090, H102 1.090, H103 1.090
90 C 35.07 -27.01 4.91  C86 1.569, H104 1.090, H105 1.090, H106 1.090
91 C 32.16 -29.01 7.96  C82 1.558, H107 1.090, H108 1.090, H109 1.090
92 H 34.55 -29.97 7.97  C81 1.090
93 H 35.49 -28.89 6.91  C81 1.090
94 H 34.22 -29.98 6.24  C81 1.090
95 H 32.98 -26.65 8.66  C83 1.090
96 H 34.20 -27.89 9.30  C83 1.090
97 H 35.82 -26.72 7.90  C84 1.090
98 H 35.00 -25.49 8.77  C84 1.090
99 H 35.06 -24.88 6.43  C85 1.090
100 H 33.49 -24.85 7.14  C85 1.090
101 H 32.44 -24.70 5.29  C89 1.090
102 H 33.84 -24.73 4.30  C89 1.090
103 H 32.54 -25.84 3.90  C89 1.090
104 H 35.15 -26.61 3.90  C90 1.090
105 H 35.98 -26.96 5.51  C90 1.090
106 H 35.03 -28.07 4.63  C90 1.090
107 H 31.41 -28.24 8.10  C91 1.090
108 H 32.44 -29.42 8.93  C91 1.090
109 H 31.68 -29.77 7.35  C91 1.090
110 H 33.19 -28.91 4.93  O88 0.960
111 C 12.05 -35.29 5.47  C112 1.571, H122 1.090, H123 1.090, H124 1.090
112 C 13.48 -34.78 5.87  C111 1.571, C113 1.610, N117 1.458, C121 1.594
113 C 14.47 -35.69 4.98  C112 1.610, C114 1.575, H125 1.090, H126 1.090
114 C 14.85 -35.09 3.57  C113 1.575, C115 1.521, H127 1.090, H128 1.090
115 C 15.21 -33.63 3.77  C114 1.521, C116 1.547, H129 1.090, H130 1.090
116 C 14.06 -32.81 4.40  C115 1.547, N117 1.514, C119 1.527, C120 1.505
117 N 13.63 -33.34 5.75  C112 1.458, C116 1.514, O118 1.381
118 O 12.67 -32.63 6.45  N117 1.381, H140 0.960
119 C 14.71 -31.44 4.62  C116 1.527, H131 1.090, H132 1.090, H133 1.090
120 C 12.89 -32.75 3.46  C116 1.505, H134 1.090, H135 1.090, H136 1.090
121 C 13.71 -35.31 7.35  C112 1.594, H137 1.090, H138 1.090, H139 1.090
122 H 11.70 -36.05 6.17  C111 1.090
123 H 11.86 -35.59 4.44  C111 1.090
124 H 11.30 -34.51 5.59  C111 1.090
125 H 15.37 -36.04 5.50  C113 1.090
126 H 13.98 -36.64 4.79  C113 1.090
127 H 13.90 -35.18 3.04  C114 1.090
128 H 15.67 -35.60 3.06  C114 1.090
129 H 15.35 -33.10 2.82  C115 1.090
130 H 16.10 -33.70 4.38  C115 1.090
131 H 13.95 -30.86 5.15  C119 1.090
132 H 15.46 -31.51 5.41  C119 1.090
133 H 15.03 -30.99 3.68  C119 1.090
134 H 12.17 -31.99 3.76  C120 1.090
135 H 13.03 -32.66 2.38  C120 1.090
136 H 12.30 -33.67 3.48  C120 1.090
137 H 13.88 -36.38 7.46  C121 1.090
138 H 12.97 -35.07 8.12  C121 1.090
139 H 14.70 -34.98 7.68  C121 1.090
140 H 13.19 -32.36 7.21  O118 0.960
141 C 26.61 -24.69 8.72  C142 1.524, H152 1.090, H153 1.090, H154 1.090
142 C 27.68 -23.63 8.92  C141 1.524, C143 1.516, N147 1.523, C151 1.576
143 C 27.07 -22.27 8.65  C142 1.516, C144 1.580, H155 1.090, H156 1.090
144 C 27.90 -21.01 9.14  C143 1.580, C145 1.542, H157 1.090, H158 1.090
145 C 28.19 -21.13 10.65  C144 1.542, C146 1.527, H159 1.090, H160 1.090
146 C 28.80 -22.47 11.05  C145 1.527, N147 1.484, C149 1.561, C150 1.537
147 N 28.12 -23.60 10.38  C142 1.523, C146 1.484, O148 1.449
148 O 28.74 -24.88 10.68  N147 1.449, H170 0.960
149 C 30.32 -22.44 10.66  C146 1.561, H161 1.090, H162 1.090, H163 1.090
150 C 28.66 -22.68 12.57  C146 1.537, H164 1.090, H165 1.090, H166 1.090
151 C 28.79 -23.86 7.82  C142 1.576, H167 1.090, H168 1.090, H169 1.090
152 H 27.12 -25.65 8.81  C141 1.090
153 H 25.93 -24.60 7.87  C141 1.090
154 H 25.88 -24.74 9.52  C141 1.090
155 H 26.96 -22.00 7.60  C143 1.090
156 H 26.14 -22.14 9.20  C143 1.090
157 H 27.32 -20.12 8.89  C144 1.090
158 H 28.82 -20.92 8.57  C144 1.090
159 H 27.35 -20.86 11.28  C145 1.090
160 H 28.98 -20.41 10.83  C145 1.090
161 H 30.53 -22.33 9.60  C149 1.090
162 H 30.83 -21.63 11.17  C149 1.090
163 H 30.84 -23.25 11.17  C149 1.090
164 H 29.12 -23.62 12.90  C150 1.090
165 H 29.10 -21.90 13.18  C150 1.090
166 H 27.63 -22.76 12.89  C150 1.090
167 H 28.34 -23.98 6.83  C151 1.090
168 H 29.34 -24.77 8.04  C151 1.090
169 H 29.47 -23.01 7.83  C151 1.090
170 H 28.00 -25.28 11.13  O148 0.960
171 C 26.09 -32.95 5.94  O172 1.434, H180 1.090, H181 1.090, H182 1.090
172 O 25.51 -31.64 6.04  C171 1.434, C173 1.488
173 C 25.47 -31.13 7.44  O172 1.488, C174 1.487, H183 1.090, H184 1.090
174 C 24.18 -30.43 7.64  C173 1.487, N175 1.429, H185 1.090, H186 1.090
175 N 22.93 -31.12 7.75  C174 1.429, C176 1.465, H187 1.010
176 C 23.04 -31.76 9.07  N175 1.465, C177 1.597, H188 1.090, H189 1.090
177 C 21.61 -32.31 9.52  C176 1.597, O178 1.401, H190 1.090, H191 1.090
178 O 21.28 -33.48 8.83  C177 1.401, C179 1.437
179 C 20.21 -34.25 9.40  O178 1.437, H192 1.090, H193 1.090, H194 1.090
180 H 25.37 -33.68 6.30  C171 1.090
181 H 27.10 -33.04 6.35  C171 1.090
182 H 26.30 -33.15 4.89  C171 1.090
183 H 26.28 -30.41 7.53  C173 1.090
184 H 25.47 -31.98 8.12  C173 1.090
185 H 24.01 -29.87 6.71  C174 1.090
186 H 24.24 -29.62 8.37  C174 1.090
187 H 22.88 -31.83 7.04  N175 1.010
188 H 23.32 -30.98 9.77  C176 1.090
189 H 23.74 -32.57 9.25  C176 1.090
190 H 20.75 -31.64 9.58  C177 1.090
191 H 21.74 -32.63 10.56  C177 1.090
192 H 20.58 -34.84 10.23  C179 1.090
193 H 19.67 -34.80 8.62  C179 1.090
194 H 19.42 -33.70 9.90  C179 1.090
195 C 14.37 -29.52 19.34  O196 1.449, H204 1.090, H205 1.090, H206 1.090
196 O 14.13 -30.80 18.72  C195 1.449, C197 1.448
197 C 15.34 -31.61 18.75  O196 1.448, C198 1.531, H207 1.090, H208 1.090
198 C 15.12 -32.77 17.77  C197 1.531, N199 1.472, H209 1.090, H210 1.090
199 N 15.50 -32.33 16.42  C198 1.472, C200 1.409, H211 1.010
200 C 15.25 -33.21 15.35  N199 1.409, C201 1.536, H212 1.090, H213 1.090
201 C 16.48 -34.05 14.97  C200 1.536, O202 1.473, H214 1.090, H215 1.090
202 O 16.94 -34.73 16.19  C201 1.473, C203 1.424
203 C 18.04 -35.61 15.99  O202 1.424, H216 1.090, H217 1.090, H218 1.090
204 H 14.92 -29.58 20.28  C195 1.090
205 H 13.36 -29.15 19.51  C195 1.090
206 H 14.87 -28.82 18.67  C195 1.090
207 H 15.61 -31.95 19.75  C197 1.090
208 H 16.23 -31.06 18.43  C197 1.090
209 H 14.05 -32.98 17.83  C198 1.090
210 H 15.69 -33.61 18.17  C198 1.090
211 H 14.99 -31.48 16.28  N199 1.010
212 H 15.12 -32.52 14.51  C200 1.090
213 H 14.47 -33.96 15.44  C200 1.090
214 H 17.28 -33.47 14.50  C201 1.090
215 H 16.16 -34.80 14.26  C201 1.090
216 H 18.55 -35.79 16.94  C203 1.090
217 H 18.65 -35.18 15.20  C203 1.090
218 H 17.75 -36.61 15.70  C203 1.090
219 C 26.65 -31.70 12.68  O220 1.393, H228 1.090, H229 1.090, H230 1.090
220 O 25.81 -30.59 12.71  C219 1.393, C221 1.417
221 C 26.32 -29.43 13.33  O220 1.417, C222 1.590, H231 1.090, H232 1.090
222 C 25.21 -28.28 13.33  C221 1.590, N223 1.432, H233 1.090, H234 1.090
223 N 23.98 -28.59 13.99  C222 1.432, C224 1.434, H235 1.010
224 C 24.01 -28.55 15.42  N223 1.434, C225 1.565, H236 1.090, H237 1.090
225 C 22.67 -29.17 15.94  C224 1.565, O226 1.482, H238 1.090, H239 1.090
226 O 22.51 -30.63 15.79  C225 1.482, C227 1.404
227 C 21.19 -31.07 15.60  O226 1.404, H240 1.090, H241 1.090, H242 1.090
228 H 27.46 -31.44 12.00  C219 1.090
229 H 26.09 -32.53 12.24  C219 1.090
230 H 26.94 -31.92 13.70  C219 1.090
231 H 27.09 -29.13 12.63  C221 1.090
232 H 26.77 -29.52 14.32  C221 1.090
233 H 24.89 -28.04 12.32  C222 1.090
234 H 25.67 -27.35 13.68  C222 1.090
235 H 23.71 -29.54 13.76  N223 1.010
236 H 24.07 -27.54 15.83  C224 1.090
237 H 24.81 -29.14 15.88  C224 1.090
238 H 21.83 -28.71 15.42  C225 1.090
239 H 22.40 -28.81 16.94  C225 1.090
240 H 20.54 -30.70 16.40  C227 1.090
241 H 21.26 -32.14 15.41  C227 1.090
242 H 20.72 -30.54 14.77  C227 1.090
243 C 14.98 -30.17 9.72  O244 1.463, H252 1.090, H253 1.090, H254 1.090
244 O 13.85 -29.47 9.12  C243 1.463, C245 1.407
245 C 13.63 -28.26 9.81  O244 1.407, C246 1.535, H255 1.090, H256 1.090
246 C 12.39 -27.52 9.29  C245 1.535, N247 1.441, H257 1.090, H258 1.090
247 N 11.11 -28.11 9.56  C246 1.441, C248 1.467, H259 1.010
248 C 9.98 -27.25 9.16  N247 1.467, C249 1.572, H260 1.090, H261 1.090
249 C 8.60 -27.84 9.63  C248 1.572, O250 1.427, H262 1.090, H263 1.090
250 O 8.42 -29.05 8.90  C249 1.427, C251 1.393
251 C 7.36 -29.88 9.28  O250 1.393, H264 1.090, H265 1.090, H266 1.090
252 H 14.62 -30.46 10.71  C243 1.090
253 H 15.90 -29.60 9.80  C243 1.090
254 H 15.06 -31.07 9.10  C243 1.090
255 H 13.44 -28.40 10.87  C245 1.090
256 H 14.55 -27.68 9.86  C245 1.090
257 H 12.57 -26.49 9.60  C246 1.090
258 H 12.65 -27.45 8.23  C246 1.090
259 H 11.15 -29.01 9.10  N247 1.010
260 H 10.05 -26.21 9.46  C248 1.090
261 H 9.90 -27.27 8.07  C248 1.090
262 H 8.53 -28.01 10.70  C249 1.090
263 H 7.78 -27.20 9.30  C249 1.090
264 H 7.57 -30.28 10.27  C251 1.090
265 H 7.09 -30.71 8.62  C251 1.090
266 H 6.37 -29.45 9.44  C251 1.090